Density functional theory data (ωB97M-V with the def2-TZVPD basis set) for 2 unconnected molecules or ions with the total composition C3H10NO2 at a distorted geometry.

Element x y z (Å)
1 C 2.9921 0.1565 0.0353
2 C -2.2994 1.4539 0.4307
3 C -0.6371 -0.2378 0.2995
4 N -1.3796 -0.7530 -0.8989
5 O -0.2928 -1.3774 0.9760
6 O -1.3446 0.7678 0.9242
7 H 2.2776 1.0025 0.2661
8 H 3.4839 0.0381 -0.8831
9 H 2.2505 -0.6637 0.1841
10 H -2.3757 2.5183 0.8847
11 H -2.7967 1.0061 -0.3970
12 H 3.8158 0.2977 0.7618
13 H -1.1806 -0.0975 -1.6062
14 H -2.3241 -0.9662 -0.7333
15 H -0.9558 -1.6334 -1.0965
16 H 0.7666 -1.5119 0.8527

Properties
- total charge = +1
- multiplicity = 3
- LUMO energy (spin up / spin down) (eV) = -3.816 / -6.043
- expectation value of S² = 2.006
- HOMO level (spin up / spin down) (eV) = -11.8 / -15.8
- Kohn-Sham gap (spin up / spin down) (eV) = 7.9875 / 9.7601